Entry 1:
DFT (ωB97M-V with the def2-TZVPD basis set) results for a molecular structure, C25H27GeNS4SbSiW.

E_tot ... -5290.054292 Ha
ΔE to the lowest compared entry with this formula, charge and spin ... 0.0 kJ/mol
Net charge ... +1

Last column: Mulliken charge in e.
Element x y z (Å)
W (-1.350, -2.150, 1.858)  0.152
S (-3.202, -3.647, 1.602)  -0.329
Sb (-1.615, -5.295, 2.073)  0.588
S (-1.004, -1.992, 3.931)  -0.152
S (-0.039, -4.076, 0.918)  -0.225
C (-4.896, 1.711, -0.041)  -1.062
Si (-3.345, 2.090, -1.007)  0.076
C (-2.221, 3.253, -0.068)  -0.903
C (-3.749, 2.761, -2.700)  -1.154
C (-2.412, 0.448, -1.270)  0.595
C (-2.106, -0.077, -2.532)  0.037
C (-1.426, -1.277, -2.678)  -1.306
C (-1.063, -1.984, -1.546)  -0.102
N (-1.341, -1.503, -0.336)  -0.158
C (-1.971, -0.328, -0.217)  0.106
S (-2.088, 0.022, 1.526)  -0.206
H (-5.525, 2.603, 0.016)  0.378
H (-4.688, 1.391, 0.982)  0.322
H (-5.479, 0.927, -0.528)  0.339
H (-2.761, 4.169, 0.180)  0.420
H (-1.350, 3.539, -0.661)  0.307
H (-1.863, 2.823, 0.870)  0.257
H (-4.300, 3.699, -2.606)  0.354
H (-4.376, 2.074, -3.272)  0.359
H (-2.847, 2.967, -3.279)  0.346
H (-2.394, 0.479, -3.416)  0.479
H (-1.173, -1.663, -3.655)  0.443
H (-0.541, -2.930, -1.595)  0.497
C (2.373, -2.771, 3.066)  -1.212
Ge (1.405, -1.559, 1.890)  0.538
C (1.661, 0.266, 2.532)  0.589
C (2.875, 0.830, 2.129)  -0.053
C (3.240, 2.099, 2.552)  -0.736
C (2.395, 2.825, 3.379)  -0.493
C (1.189, 2.273, 3.786)  -0.793
C (0.826, 1.000, 3.367)  0.049
C (2.059, -1.717, 0.055)  0.816
C (2.784, -2.846, -0.238)  -0.528
C (3.309, -3.091, -1.526)  -1.032
C (3.096, -2.187, -2.522)  -0.958
C (2.367, -0.995, -2.273)  0.907
C (2.166, -0.049, -3.308)  -0.844
C (1.480, 1.107, -3.077)  -0.892
C (0.963, 1.363, -1.789)  -0.953
C (1.135, 0.464, -0.775)  0.119
C (1.845, -0.748, -0.980)  0.186
H (3.434, -2.523, 3.002)  0.438
H (2.235, -3.813, 2.786)  0.379
H (2.053, -2.627, 4.096)  0.397
H (3.540, 0.285, 1.467)  0.410
H (4.183, 2.521, 2.231)  0.430
H (2.675, 3.817, 3.707)  0.412
H (0.528, 2.833, 4.435)  0.421
H (-0.119, 0.594, 3.704)  0.032
H (2.969, -3.583, 0.535)  0.381
H (3.878, -3.992, -1.712)  0.455
H (3.492, -2.359, -3.516)  0.429
H (2.579, -0.257, -4.288)  0.439
H (1.344, 1.832, -3.869)  0.448
H (0.431, 2.286, -1.600)  0.449
H (0.739, 0.694, 0.206)  0.313

=====

Entry 2:
DFT (ωB97M-V with the def2-TZVPD basis set) results for a molecular structure, C2BrO4.

E_tot ... -2951.278517 Ha
ΔE to the lowest compared entry with this formula, charge and spin ... 192.1 kJ/mol
Net charge ... -1

Last column: Mulliken charge in e.
Element x y z (Å)
C (1.316, -0.917, -0.164)  0.695
C (-1.036, 1.045, 0.064)  0.532
O (2.316, -0.490, -0.567)  -0.474
O (0.757, -1.880, 0.168)  -0.464
O (-1.604, 1.986, -0.319)  -0.441
O (0.383, 0.700, 0.216)  -0.583
Br (-2.133, -0.444, 0.602)  -0.265

=====

Entry 3:
DFT (ωB97M-V with the def2-TZVPD basis set) results for C20H24N2O3S2 in the gas phase.

SMILES ... CCOC(=O)c1c(NC(=S)Nc2ccc(OC)cc2)sc2c1CCCCC2
E_tot ... -1908.157748 Ha
ΔE to the lowest compared entry with this formula, charge and spin ... 0.0 kJ/mol
Net charge ... 0

Last column: Mulliken charge in e.
Element x y z (Å)
C (1.715, 2.817, 0.167)  -1.215
C (1.616, 1.828, -0.985)  -0.395
O (0.692, 0.778, -0.702)  -0.493
C (-0.634, 1.068, -0.880)  0.587
O (-0.978, 2.163, -1.258)  -0.659
C (-1.514, -0.057, -0.591)  -0.104
C (-1.098, -1.364, -0.364)  0.562
N (0.202, -1.792, -0.327)  0.013
C (0.654, -3.061, -0.197)  0.289
S (-0.331, -4.386, -0.100)  -0.498
N (2.003, -3.229, -0.186)  -0.083
C (3.001, -2.249, -0.085)  -0.137
C (4.162, -2.378, -0.849)  -0.616
C (5.161, -1.437, -0.764)  -0.679
C (5.036, -0.339, 0.092)  0.748
O (6.069, 0.543, 0.085)  -0.467
C (6.002, 1.667, 0.930)  -0.689
C (3.896, -0.228, 0.880)  -0.224
C (2.891, -1.176, 0.793)  -0.583
S (-2.414, -2.447, -0.129)  -0.434
C (-3.550, -1.140, -0.304)  0.796
C (-2.947, 0.051, -0.549)  -0.547
C (-3.738, 1.312, -0.703)  -0.923
C (-4.540, 1.651, 0.559)  -0.788
C (-5.831, 0.849, 0.713)  -0.648
C (-5.629, -0.637, 1.003)  -0.609
C (-5.008, -1.407, -0.167)  -1.033
H (2.486, 3.552, -0.050)  0.354
H (0.766, 3.331, 0.295)  0.449
H (1.961, 2.298, 1.091)  0.226
H (1.296, 2.344, -1.895)  0.397
H (2.569, 1.320, -1.157)  0.374
H (0.886, -1.053, -0.476)  0.466
H (2.302, -4.187, -0.300)  0.302
H (4.269, -3.223, -1.512)  0.413
H (6.058, -1.524, -1.355)  0.451
H (5.140, 2.298, 0.692)  0.227
H (6.918, 2.227, 0.748)  0.248
H (5.962, 1.376, 1.984)  0.323
H (3.781, 0.585, 1.578)  0.435
H (2.030, -1.089, 1.438)  0.552
H (-3.059, 2.131, -0.930)  0.419
H (-4.427, 1.203, -1.545)  0.371
H (-3.909, 1.502, 1.438)  0.392
H (-4.805, 2.710, 0.519)  0.349
H (-6.408, 1.282, 1.535)  0.328
H (-6.428, 0.957, -0.196)  0.302
H (-4.999, -0.756, 1.887)  0.366
H (-6.604, -1.078, 1.227)  0.347
H (-5.151, -2.478, -0.012)  0.452
H (-5.524, -1.128, -1.091)  0.285

=====

Entry 4:
DFT (ωB97M-V with the def2-TZVPD basis set) results for a molecular structure, C25H18BrN2O3W.

E_tot ... -3939.555692 Ha
ΔE to the lowest compared entry with this formula, charge and spin ... 0.0 kJ/mol
Multiplicity ... 3
Net charge ... +1

Last column: Mulliken charge in e.
Element x y z (Å)
W (-0.115, -0.024, -0.188)  0.488
C (-3.997, 0.832, 1.026)  -0.613
O (-4.642, 0.987, -0.240)  -0.487
C (-3.952, 1.316, -1.346)  0.218
C (-4.702, 1.917, -2.368)  -0.526
C (-4.136, 2.294, -3.565)  -0.781
C (-2.780, 2.088, -3.787)  -0.890
C (-2.008, 1.478, -2.806)  0.484
C (-0.598, 1.268, -3.085)  -0.086
N (0.202, 0.606, -2.321)  0.252
N (1.531, 0.578, -2.737)  -0.797
C (2.289, 0.221, -1.772)  0.562
O (1.738, -0.047, -0.547)  -0.406
C (3.738, 0.076, -1.881)  0.437
C (4.360, 0.278, -3.115)  -0.401
C (5.731, 0.140, -3.218)  -0.622
C (6.484, -0.197, -2.098)  -0.392
C (5.866, -0.398, -0.873)  -0.690
C (4.492, -0.263, -0.760)  -0.339
C (-2.601, 1.094, -1.588)  0.858
O (-1.836, 0.451, -0.658)  -0.372
H (-4.796, 0.882, 1.760)  0.324
H (-3.289, 1.642, 1.206)  0.316
H (-3.493, -0.131, 1.102)  0.189
H (-5.753, 2.079, -2.171)  0.471
H (-4.748, 2.759, -4.325)  0.412
H (-2.318, 2.388, -4.718)  0.418
H (-0.192, 1.713, -3.990)  0.422
H (3.763, 0.539, -3.977)  0.427
H (6.217, 0.295, -4.171)  0.403
H (7.557, -0.304, -2.184)  0.397
H (6.456, -0.661, -0.005)  0.412
H (4.004, -0.419, 0.192)  0.457
Br (-1.465, -2.570, 0.187)  -0.093
C (-1.157, -2.554, 2.076)  0.892
C (-1.553, -3.644, 2.791)  -0.727
C (-1.365, -3.649, 4.186)  -0.547
C (-0.800, -2.571, 4.803)  -0.946
C (-0.389, -1.441, 4.058)  0.918
C (0.188, -0.318, 4.703)  -0.691
C (0.581, 0.778, 3.995)  -1.026
C (0.423, 0.790, 2.594)  -0.748
C (-0.123, -0.273, 1.894)  0.613
C (-0.553, -1.415, 2.650)  0.369
H (-2.009, -4.492, 2.300)  0.413
H (-1.676, -4.511, 4.758)  0.405
H (-0.659, -2.565, 5.876)  0.396
H (0.308, -0.347, 5.779)  0.400
H (1.016, 1.632, 4.497)  0.415
H (0.764, 1.674, 2.060)  0.410